63
Properties=species:S:1:pos:R:3 method="wB97M-V/def2-TZVPD" molar_mass_g_mol=591.34 total_charge=+2 energy_ha=-1618.279384 fmax_ev_per_a=4.43 spin_multiplicity=3 s2=2.025 orbital_gap_ev="5.82 / 6.07"
C 0.58 2.77 -3.87
C -0.69 2.30 -3.55
C -0.85 1.28 -2.59
C 0.30 0.81 -1.95
C 1.59 1.25 -2.32
C 1.73 2.29 -3.24
C -2.17 0.73 -2.17
C -2.26 -0.78 -1.78
N -2.51 -1.57 -2.96
W -0.02 -0.48 -0.27
C 2.73 0.55 -1.65
P 2.03 -1.12 -1.07
H -1.57 2.72 -4.03
H 2.72 2.71 -3.44
H 0.69 3.53 -4.64
H 3.10 1.12 -0.78
H 3.55 0.30 -2.35
H -2.56 1.30 -1.29
H -2.90 0.89 -2.99
H -1.37 -1.34 -1.29
C 3.36 -1.93 -0.17
C 2.14 -1.94 -2.69
H -3.13 -0.88 -1.10
C -1.44 -1.64 -3.92
C -3.12 -2.85 -2.69
H 0.36 -1.59 1.24
H -1.79 -2.20 -4.80
H -1.12 -0.64 -4.23
H -0.54 -2.16 -3.55
H -3.34 -3.33 -3.65
H -2.48 -3.53 -2.10
H -4.05 -2.69 -2.12
H 3.19 -1.91 -3.01
H 1.80 -2.97 -2.60
H 1.52 -1.42 -3.43
H 4.29 -1.82 -0.75
H 3.49 -1.50 0.83
H 3.13 -2.99 -0.06
H -0.21 -2.09 0.66
C -2.40 -0.04 4.24
C -1.11 -0.60 3.71
C -0.02 0.47 3.49
C 0.33 1.47 4.63
C -0.67 2.53 5.01
C 1.32 -0.22 3.19
O 1.66 -1.32 3.57
N 2.16 0.64 2.46
C 1.63 1.45 1.46
O 2.14 2.43 0.96
N 0.36 0.86 1.09
C -0.42 1.25 2.23
O -1.26 2.13 2.18
H -2.28 0.22 5.30
H -3.18 -0.81 4.17
H -2.68 0.83 3.64
H -0.73 -1.39 4.37
H -1.28 -1.06 2.71
H 0.60 0.87 5.52
H 1.26 1.99 4.34
H -1.64 2.10 5.26
H -0.29 3.06 5.88
H -0.80 3.24 4.18
H 3.13 0.70 2.74

76
Properties=species:S:1:pos:R:3 method="wB97M-V/def2-TZVPD" molar_mass_g_mol=852.03 de_lowest_kcal_mol=52.4 total_charge=+1 energy_ha=-3201.293690 fmax_ev_per_a=1.44 spin_multiplicity=2 s2=0.823 orbital_gap_ev="6.03 / 6.49"
Re -0.12 0.26 -0.67
N -4.82 1.52 -3.09
C -3.67 2.00 -2.56
C -2.73 1.14 -1.98
N -1.61 1.61 -1.44
C -1.39 2.94 -1.49
C -2.33 3.76 -2.08
N -3.46 3.31 -2.61
H -5.03 0.55 -3.11
H -5.48 2.18 -3.46
H -2.88 0.07 -1.94
H -0.49 3.32 -1.04
H -2.15 4.83 -2.14
N 0.63 -3.77 -6.62
C 0.86 -3.91 -7.98
C 1.07 -5.02 -8.79
C 1.26 -4.77 -10.13
C 1.27 -3.46 -10.65
C 1.07 -2.36 -9.84
C 0.86 -2.60 -8.48
N 0.62 -1.70 -7.45
C 0.49 -2.43 -6.38
C 0.24 -1.86 -5.06
C 0.07 -2.64 -3.91
C -0.14 -2.02 -2.70
N -0.22 -0.68 -2.58
C -0.05 0.07 -3.68
C 0.16 -0.48 -4.92
H 0.59 -4.52 -5.95
H 1.08 -6.03 -8.40
H 1.41 -5.60 -10.81
H 1.44 -3.31 -11.71
H 1.08 -1.35 -10.22
H 0.11 -3.72 -3.93
H -0.25 -2.59 -1.79
H -0.07 1.14 -3.55
H 0.29 0.15 -5.79
O 3.70 0.42 0.27
S 2.38 0.42 -0.24
O 2.15 0.86 -1.64
O 1.59 -0.87 -0.09
S 1.02 1.77 0.63
F -4.61 3.61 2.88
C -3.91 2.58 2.37
C -4.51 1.76 1.44
C -3.77 0.73 0.89
C -2.45 0.51 1.27
C -1.60 -0.54 0.57
C -1.90 1.31 2.26
C -2.62 2.36 2.81
H -5.54 1.94 1.16
H -4.24 0.07 0.17
H -2.22 -1.29 0.08
H -0.97 -1.03 1.33
H -0.89 1.11 2.61
H -2.19 3.01 3.57
C 2.85 6.15 3.28
C 2.70 4.67 3.52
C 3.63 3.77 2.99
C 3.48 2.40 3.17
C 2.39 1.92 3.88
C 1.46 2.80 4.41
C 1.62 4.17 4.23
S 1.94 0.20 3.95
C 3.55 -0.57 3.82
O 1.25 -0.07 2.64
H 3.88 6.42 3.10
H 2.47 6.72 4.13
H 2.27 6.44 2.40
H 4.48 4.14 2.43
H 4.19 1.73 2.71
H 0.61 2.42 4.97
H 0.89 4.85 4.65
H 3.88 -0.52 2.78
H 3.43 -1.60 4.13
H 4.25 -0.07 4.49

77
Properties=species:S:1:pos:R:3 method="wB97M-V/def2-TZVPD" molar_mass_g_mol=643.74 energy_ha=-2796.804489 fmax_ev_per_a=3.37 orbital_gap_ev=10.13
C -7.73 -4.92 12.41
C -8.95 -4.88 11.50
O -8.67 -5.83 10.43
S -7.14 -6.02 10.19
O -6.70 -5.28 9.04
O -6.74 -7.41 10.39
O -6.62 -5.17 11.46
H -7.65 -5.78 13.07
H -7.56 -3.94 12.87
H -9.05 -3.85 11.01
H -9.85 -5.21 11.95
C -10.87 -6.81 15.81
C -12.10 -6.07 16.54
O -12.14 -4.78 15.81
S -10.66 -4.46 15.31
O -9.90 -4.18 16.52
O -10.62 -3.57 14.21
O -10.43 -5.91 14.81
H -11.27 -7.72 15.36
H -10.01 -6.87 16.55
H -11.96 -5.93 17.60
H -12.99 -6.62 16.38
N -9.05 -9.50 15.02
C -8.92 -8.95 13.82
C -7.77 -9.15 13.02
C -6.70 -9.83 13.58
C -6.80 -10.42 14.79
C -7.98 -10.21 15.50
H -9.69 -8.29 13.53
H -7.70 -8.65 12.09
H -5.73 -9.74 13.04
H -5.94 -10.96 15.23
H -8.10 -10.67 16.52
N -15.25 -12.54 14.44
C -15.36 -12.52 15.72
C -16.44 -12.09 16.39
C -17.60 -11.73 15.68
C -17.57 -11.81 14.31
C -16.33 -12.25 13.73
H -14.53 -12.96 16.29
H -16.32 -11.99 17.46
H -18.57 -11.38 16.16
H -18.40 -11.50 13.66
H -16.16 -12.20 12.66
N -13.12 -7.96 13.97
C -13.03 -9.30 14.21
C -12.69 -10.22 13.25
C -12.25 -9.74 12.03
C -12.31 -8.39 11.77
C -12.78 -7.54 12.77
H -13.09 -9.59 15.26
H -12.65 -11.25 13.58
H -11.86 -10.52 11.37
H -11.92 -8.02 10.82
H -12.83 -6.49 12.56
N -11.41 -13.90 18.26
C -11.60 -15.11 17.64
C -11.31 -15.33 16.34
C -10.58 -14.38 15.65
C -10.39 -13.17 16.24
C -10.83 -12.96 17.54
H -11.99 -15.86 18.28
H -11.44 -16.24 15.93
H -10.36 -14.58 14.63
H -9.91 -12.31 15.68
H -10.75 -12.00 17.99
N -10.31 -13.26 12.35
C -10.16 -14.46 11.73
C -8.95 -14.89 11.27
C -7.80 -14.11 11.46
C -7.92 -12.94 12.20
C -9.18 -12.54 12.64
H -11.08 -15.04 11.44
H -8.91 -15.90 10.80
H -6.84 -14.47 11.04
H -7.04 -12.35 12.35
H -9.43 -11.69 13.22